Formula: C34H68O33S3
Source: the OMol25 dataset
Level of theory: ωB97M-V/def2-TZVPD

For the HOMO-LUMO gap, the calculation gives 10.6 eV. The calculation puts the total energy at -5013.70941 a.u. For the energy above the lowest of the compared OMol25 structures with the same formula, charge and spin, the calculation gives 5.5 kJ/mol. The value obtained for the HOMO energy is -0.3838 Eh.

XYZ file:
```
138
Properties=species:S:1:pos:R:3:forces:R:3:mulliken_charge:R:1
C 5.901885 -3.249764 -1.601706 -1.3005 -1.5539 1.7838 -1.0995
C 4.939778 -4.340163 -1.098773 -1.2967 0.5668 -0.6535 -0.4124
O 3.886881 -3.683723 -0.294222 0.1623 -0.6185 0.5958 -0.0919
C 3.082502 -4.445495 0.502485 0.2355 0.8190 -1.2315 0.4945
O 3.025445 -5.627056 0.609809 1.1241 -1.6865 -0.5025 -0.5809
O 2.228217 -3.671428 1.131026 -1.0706 0.6735 1.1295 -0.0589
C 1.329362 -4.417885 2.032739 1.0738 1.2880 0.4194 -0.7052
H 5.282440 -2.612900 -2.179083 -0.0590 0.9391 -0.7395 0.2480
H 6.667870 -3.748493 -2.146442 0.6634 -0.0775 -0.6559 0.4133
H 6.296167 -2.759113 -0.733346 0.4158 0.5607 0.2036 0.3011
H 5.360693 -5.168138 -0.563192 0.3738 -0.1840 0.5018 0.4096
H 4.428397 -4.742181 -1.980135 0.0025 -0.2099 0.1861 0.2829
H 1.878614 -5.139294 2.627774 0.2251 0.2084 0.1196 0.4382
H 0.590274 -4.957241 1.514606 -0.8304 -0.5410 -1.0882 0.3724
H 0.849493 -3.655298 2.647945 0.2181 -0.0579 -0.0361 0.0228
C 4.500303 6.159201 -3.293979 0.5426 1.4433 -0.0366 -1.4737
C 3.447698 5.228640 -3.749547 -0.2608 0.8850 -1.6083 0.1825
O 2.510991 5.174753 -2.694490 -1.5899 -2.2398 -1.1843 -0.3284
C 1.446933 4.270002 -2.989506 1.7319 2.9218 3.2684 0.7511
O 1.339634 3.609723 -3.948052 -0.0386 -1.4293 -2.1247 -0.5845
O 0.673153 4.369706 -1.934534 -0.7821 -1.0968 -0.3407 -0.3971
C -0.379116 3.346400 -1.794721 0.6557 1.7672 1.9513 -0.5048
H 4.729346 5.922460 -2.260714 0.3013 0.2001 0.1800 0.3425
H 4.236641 7.245271 -3.400865 0.0745 -1.0345 0.3103 0.3439
H 5.360483 5.976927 -3.918488 0.5989 0.1610 -0.0467 0.4029
H 3.953959 4.291146 -4.068912 -0.9352 0.0367 0.5765 0.0069
H 2.959471 5.672412 -4.654632 0.2316 -0.6710 0.5007 0.4311
H -0.491905 2.676252 -2.594896 0.2901 -0.6118 -1.2352 0.4343
H -1.270331 3.940541 -1.670573 -0.4415 -0.1800 0.1293 0.2933
H -0.101992 2.849123 -0.858004 -0.3357 -0.1534 -0.3592 0.1392
C 3.347966 -0.382619 2.729053 0.4028 -0.1761 1.4119 -1.6029
C 2.961303 0.111031 1.394735 -0.7528 -1.5733 -0.0250 2.2737
O 4.132530 0.571499 0.760396 0.9237 0.3232 -1.1947 -0.5519
C 3.865565 1.374956 -0.256530 -1.3854 1.8881 -0.8788 0.4973
O 2.746510 1.807622 -0.539282 1.5245 -0.9553 0.2239 -0.3214
O 4.977554 1.771093 -0.908369 -0.4056 -0.1268 -0.1440 -0.4344
C 4.674407 2.693357 -2.005902 0.5696 -0.9332 0.2942 -0.3480
H 4.155081 -1.082773 2.730714 0.8123 -0.4695 -0.4888 0.4864
H 2.552001 -0.982927 3.158774 -0.4749 0.3929 0.3029 0.1134
H 3.687914 0.435093 3.388898 -0.4791 -0.2638 -0.1035 0.3446
H 2.299336 0.933284 1.521948 -0.8409 0.4812 -0.2709 -0.9906
H 2.480991 -0.721555 0.806339 0.4263 0.9879 0.2958 -0.0889
H 5.604007 2.999109 -2.454829 0.6511 -0.0211 0.2860 0.3137
H 4.168824 3.555171 -1.622966 -0.5706 0.2875 0.0550 0.2607
H 4.148574 2.166318 -2.795552 -0.5490 0.0480 0.1839 0.0107
C 0.422758 3.115621 2.046893 1.5145 0.4096 0.4313 -0.5914
C 0.485128 2.417292 3.424932 2.1045 0.4202 -0.6842 0.4589
O 1.036197 3.309491 4.437958 0.0688 -0.0751 0.5555 -0.4723
C 0.877658 2.952473 5.711696 0.1271 1.7595 0.8094 0.6476
O 0.233260 2.081616 6.239081 -0.3353 -1.2646 -0.9499 -0.5560
O 1.509160 3.857412 6.487274 0.4220 -0.0936 -1.5653 -0.3876
C 1.532471 3.622688 7.892662 -0.0611 0.8087 -1.1385 -0.6721
H 1.445512 3.206737 1.554848 -1.2120 -0.2320 0.6820 0.2633
H 0.020874 4.128787 2.133051 0.0450 -0.1199 0.2235 0.6099
H -0.233308 2.588344 1.371385 -0.0046 -0.4208 -0.0173 -0.6922
H 1.177971 1.565705 3.441366 -0.2665 -0.0306 -0.4038 -0.0376
H -0.433909 2.123352 3.795961 -1.8903 -0.6214 0.2771 0.4145
H 2.161185 4.457280 8.174794 0.1082 -0.2001 0.8336 0.2377
H 1.943552 2.652181 8.096920 0.2173 -0.3541 0.3567 0.2830
H 0.525750 3.731087 8.249365 -0.3689 -0.0964 0.5872 0.2931
C 3.157060 0.425480 -5.585991 -1.8113 -0.9454 1.0856 -1.0515
C 1.801571 -0.147557 -4.991285 1.5774 0.4720 -0.3959 0.3121
O 1.322359 -0.963208 -6.043333 -3.0180 -1.0435 -1.3753 -0.3217
C -0.068051 -0.973888 -6.233033 1.4566 0.5462 0.4328 0.7094
O -0.856373 -0.447060 -5.494976 0.2697 -0.0834 -0.0804 -0.4496
O -0.460632 -1.548535 -7.370827 0.3954 -1.0688 0.3930 -0.3311
C 0.398103 -2.555188 -7.962266 1.0605 0.7188 -1.6048 -0.5692
H 2.976646 0.782950 -6.586784 -0.0534 -0.1352 -0.4083 0.4019
H 3.920989 -0.344911 -5.547541 0.1572 0.1236 -0.1375 0.3489
H 3.404510 1.280698 -5.009285 0.6323 0.7187 0.6855 -0.0046
H 1.078580 0.652329 -4.798992 0.2728 -0.2023 0.2449 0.2597
H 1.958004 -0.820579 -4.121507 -0.0397 0.8001 -0.2979 -0.0912
H 1.334708 -2.007699 -8.306101 -0.9738 -1.0546 0.5079 0.2605
H -0.118452 -2.934394 -8.884726 0.2714 0.4929 1.0622 0.2414
H 0.642714 -3.419802 -7.314069 -0.2604 0.7828 -0.0474 0.2620
C -3.628376 -5.023569 2.826922 -2.4901 1.4615 -0.6951 -1.2216
C -4.482172 -3.757700 2.424083 1.7479 -0.9259 -0.5328 0.0745
O -4.679706 -3.856150 0.949635 1.2899 -1.8027 2.0281 -0.2768
C -5.268755 -2.912851 0.333744 -2.5262 4.3024 -0.1737 0.9039
O -5.760396 -1.877903 0.851341 1.4658 -2.7968 -1.5352 -0.6633
O -5.371381 -3.136597 -1.007945 0.1554 0.3045 0.6571 -0.3017
C -4.750450 -4.299384 -1.531567 1.3831 0.0069 -0.2438 -0.7566
H -3.793534 -5.205636 3.868993 0.0232 -0.1580 0.6203 0.3882
H -2.599881 -4.893625 2.640645 1.1532 0.1399 -0.3668 0.1519
H -4.063147 -5.822439 2.247567 0.1976 -0.5920 -0.0731 0.4721
H -3.905270 -2.854051 2.633011 -0.4217 0.0525 -0.1122 -0.0279
H -5.440011 -3.764427 2.914249 -0.3682 0.1618 -0.0292 0.3978
H -3.699309 -4.389704 -1.291736 0.3603 0.3076 0.8869 0.2857
H -4.628784 -4.240672 -2.603587 -1.1143 0.2616 -0.4141 0.3204
H -5.196578 -5.209143 -1.196389 -0.6921 -0.5226 0.0139 0.3150
C 0.007023 -1.563676 -1.941819 1.4965 -0.3916 -2.1356 -1.0426
C -0.730529 -0.308247 -1.527060 -0.5373 -0.6194 -1.2320 0.8850
O -0.350668 0.128691 -0.217093 -0.3145 0.1058 0.9930 0.3369
C -1.065205 -0.394400 0.800136 0.1231 -0.7933 0.9985 0.0130
O -2.010918 -1.150989 0.683475 0.4967 0.4843 -0.0147 -0.8011
O -0.547220 -0.037548 2.008913 -0.0594 0.1707 -0.8815 0.7219
C -1.183982 -0.593082 3.221837 0.3696 0.9709 -1.0871 -0.1461
H 1.088907 -1.373171 -2.157101 -0.6724 0.1626 0.5895 -0.0658
H -0.307642 -1.981019 -2.955134 -0.2538 0.7618 1.2531 0.2776
H -0.009464 -2.389167 -1.260165 -0.3474 -0.3069 0.6918 0.4115
H -1.807619 -0.514637 -1.583925 0.1996 0.2784 0.3035 0.0016
H -0.504093 0.471653 -2.280341 -0.0058 -0.0883 0.8959 -0.3136
H -2.229294 -0.250413 3.254265 0.3373 -0.2575 0.0724 0.1858
H -0.606854 -0.158534 4.077336 -0.4911 -0.5344 -0.9808 -0.8703
H -1.109999 -1.667616 3.121637 -0.1456 -0.0532 0.4039 0.4299
C -3.776830 1.398646 0.541380 1.2248 -1.1383 0.4940 -0.1164
C -4.693851 1.283456 1.741829 0.8190 -0.3216 -0.1713 -0.3758
O -4.499389 2.526381 2.461870 0.0673 -0.3847 -0.5938 -0.4658
S -3.093549 3.159848 2.060358 0.8347 0.2424 1.3813 1.1905
O -2.277565 3.166937 3.235415 -0.4041 -0.0317 -0.4158 -0.5522
O -3.290232 4.358278 1.347339 -0.3512 0.8108 -0.3852 -0.6747
O -2.548645 2.067416 1.054093 -1.3623 -0.5528 0.2430 -0.0489
H -4.224405 2.043906 -0.193410 0.0778 -0.0420 -0.3928 0.0607
H -3.417669 0.389733 0.232888 -0.6705 0.9770 -0.2915 0.3100
H -4.431830 0.433839 2.397776 -0.2953 0.4220 -0.2948 0.1263
H -5.678134 1.207394 1.317440 -0.6993 0.0053 0.4874 0.5039
C 0.341401 -1.138962 6.345251 0.7916 0.1871 -1.0056 -0.3199
C -1.040463 -0.820313 6.885674 1.5606 -0.0079 0.7693 -0.0674
O -1.614599 -2.106945 7.160917 0.3356 -0.5894 -1.4333 -0.4435
S -1.244706 -3.053527 5.873741 2.5423 0.1368 2.1864 0.9974
O -2.228050 -2.889889 4.883336 -0.6025 0.2507 -1.0127 -0.3374
O -0.886869 -4.353207 6.347341 -0.4038 0.7678 -0.3535 -0.6032
O 0.183728 -2.255272 5.461305 -2.6951 -1.3589 -0.0513 -0.2819
H 1.138771 -1.447579 6.969904 0.1354 -0.3406 1.8331 0.3543
H 0.860460 -0.374325 5.783872 -0.7182 0.6835 -0.4075 0.0452
H -1.576625 -0.227803 6.189919 -0.8893 0.2190 -0.8790 0.2548
H -0.991409 -0.248664 7.793089 -0.0069 -0.0105 0.5541 0.4296
C -4.848290 1.238780 -5.146126 -2.3284 0.2608 0.4282 -0.5411
C -3.971383 0.317405 -4.382802 -0.6029 -0.7706 0.1757 -0.1432
O -4.436285 0.447333 -3.018939 0.4754 0.7184 -0.7206 -0.1048
S -4.724693 2.009215 -2.798668 -2.9302 -1.1080 0.5344 1.0380
O -3.541245 2.669919 -2.405825 0.5181 0.5471 0.0030 -0.3843
O -5.918340 2.005321 -1.985006 1.4485 0.7604 -0.6618 -0.5871
O -5.118968 2.403349 -4.323095 1.0708 -0.4466 1.3184 -0.3307
H -5.848908 0.771254 -5.246490 0.5959 0.1809 -0.5122 0.2930
H -4.436486 1.598869 -6.049911 0.3249 0.1436 -1.0495 0.3268
H -2.941561 0.582724 -4.493275 0.7954 -0.2622 0.1692 0.2154
H -4.249922 -0.689252 -4.697585 0.7455 -0.0647 0.1320 0.3353
```
Positions in Å, forces in eV/Å.